Below is a molecular structure, C54H141N7O20 at a distorted geometry, with properties calculated with ωB97M-V/def2-TZVPD.

CARTESIAN COORDINATES (ANGSTROEM)
C1 -0.4115 -0.9258 -0.0683
C2 -0.1670 0.5270 -0.4393
O1 0.9136 1.0385 0.3305
H1 0.4722 -1.4745 -0.3954
H2 -1.2948 -1.3246 -0.5759
H3 -0.6107 -1.0633 0.9946
H4 -1.0469 1.1834 -0.4040
H5 0.1147 0.5876 -1.4982
H6 1.5621 1.4399 -0.2744
C3 -0.4033 -2.3662 -3.7076
C4 -1.2036 -3.4461 -4.3919
O2 -2.1836 -2.8589 -5.2521
H7 0.2043 -2.8385 -2.9303
H8 -1.0529 -1.6662 -3.1737
H9 0.2516 -1.8048 -4.3722
H10 -1.6841 -4.0492 -3.6112
H11 -0.5704 -4.0768 -5.0258
H12 -2.6431 -3.5718 -5.7035
C5 2.9696 -1.5239 0.9601
C6 4.4179 -1.5048 0.5512
O3 4.8082 -2.8522 0.2073
H13 2.8651 -1.7436 2.0195
H14 2.4423 -2.2473 0.3381
H15 2.5270 -0.5454 0.7492
H16 5.0851 -1.1212 1.3347
H17 4.6237 -0.8583 -0.3076
H18 5.5789 -2.7490 -0.3622
C7 4.9235 2.0865 0.2357
C8 4.0946 3.1273 -0.4636
O4 3.0546 2.4219 -1.1593
H19 4.4197 1.7306 1.1421
H20 5.8756 2.4473 0.6315
H21 5.1349 1.2001 -0.3595
H22 4.7314 3.6422 -1.1936
H23 3.7073 3.9017 0.2022
H24 2.7844 2.9876 -1.8916
C9 -0.7435 1.0717 -3.9884
C10 -1.6760 1.3949 -5.1651
O5 -1.1025 0.9734 -6.3965
H25 -0.5423 -0.0033 -3.9567
H26 -1.1122 1.4002 -3.0187
H27 0.2175 1.5698 -4.1439
H28 -1.8009 2.4758 -5.1799
H29 -2.6288 0.8852 -5.0105
H30 -0.9501 0.0264 -6.3007
C11 -3.6696 -1.8565 -2.5544
C12 -4.5970 -2.9628 -2.1111
O6 -5.1961 -2.4781 -0.8841
H31 -4.1660 -0.8872 -2.5178
H32 -3.3713 -2.0389 -3.5924
H33 -2.7587 -1.7699 -1.9609
H34 -4.0518 -3.9008 -1.9719
H35 -5.4346 -3.1369 -2.7915
H36 -5.9042 -3.0804 -0.6285
C13 -3.9895 0.0405 -2.0661
O7 -3.5354 1.3090 -2.4824
C14 -4.5112 2.3313 -2.5905
C15 -5.3864 2.4767 -1.3313
N1 -4.4979 2.6582 -0.1962
C16 -5.2197 2.3926 1.0455
C17 -4.1769 2.3423 2.1447
O8 -3.2485 1.3231 1.7888
C18 -2.0663 1.4130 2.5296
H37 -4.2917 0.1047 -1.0156
H38 -3.1621 -0.6687 -2.1088
H39 -4.7839 -0.3980 -2.6775
H40 -5.1016 2.2222 -3.5097
H41 -3.9680 3.2569 -2.7960
H42 -5.9992 1.5716 -1.2887
H43 -5.9531 3.3779 -1.5710
H44 -3.7040 2.0295 -0.2307
H45 -5.7311 1.4198 1.0947
H46 -5.9440 3.1802 1.2542
H47 -4.5231 2.1606 3.1688
H48 -3.6525 3.3069 2.1853
H49 -2.1722 1.2199 3.6010
H50 -1.5499 2.3702 2.3752
H51 -1.3140 0.7337 2.1222
C19 -1.2333 -4.1707 -0.4211
O9 -0.5394 -5.1937 -1.0735
C20 0.8194 -5.2274 -0.6854
C21 1.5719 -6.1977 -1.6059
N2 1.4993 -5.7658 -2.9887
C22 2.2930 -6.6084 -3.8804
C23 1.5631 -7.8674 -4.3251
O10 0.2644 -7.5246 -4.7226
C24 -0.4459 -8.6212 -5.2610
H52 -1.0955 -4.0746 0.6630
H53 -2.3115 -4.2577 -0.5639
H54 -0.9720 -3.1875 -0.8383
H55 0.8829 -5.5246 0.3689
H56 1.3266 -4.2526 -0.6931
H57 1.0864 -7.1596 -1.3852
H58 2.5888 -6.2476 -1.2155
H59 0.5489 -5.8638 -3.3303
H60 3.3092 -6.8652 -3.5782
H61 2.4394 -6.0016 -4.7818
H62 1.6170 -8.6339 -3.5374
H63 2.1312 -8.3392 -5.1399
H64 -0.6332 -9.3379 -4.4483
H65 0.1782 -9.1449 -5.9905
H66 -1.4210 -8.3354 -5.6425
C25 2.1221 0.4445 -3.7175
O11 2.6272 -0.8278 -4.0074
C26 3.2407 -1.4779 -2.9008
C27 3.6546 -2.8506 -3.3975
N3 4.6516 -2.7937 -4.4647
C28 4.8529 -4.0940 -5.0666
C29 5.6628 -4.0855 -6.3548
O12 4.8731 -3.4389 -7.3441
C30 5.5393 -3.1971 -8.5587
H67 1.1880 0.4540 -3.1390
H68 1.8907 0.9661 -4.6468
H69 2.8696 1.0095 -3.1472
H70 2.4867 -1.6498 -2.1262
H71 4.1017 -0.9013 -2.5551
H72 2.7570 -3.4020 -3.7082
H73 4.0173 -3.4266 -2.5390
H74 4.1815 -2.2403 -5.1807
H75 3.9096 -4.5402 -5.4118
H76 5.4127 -4.7825 -4.4288
H77 5.8928 -5.1050 -6.6774
H78 6.6001 -3.5321 -6.2233
H79 5.8127 -4.1280 -9.0635
H80 6.4344 -2.5778 -8.4532
H81 4.8414 -2.6539 -9.1928
C31 1.9452 2.4840 3.1542
O13 2.9778 3.4066 2.8594
C32 3.1937 4.3669 3.8702
C33 4.2789 5.3340 3.4238
N4 5.4922 4.6168 2.9872
C34 6.2882 4.1281 4.1027
C35 7.6338 3.5956 3.6030
O14 7.3762 2.3868 2.9381
C36 8.4393 1.9741 2.1138
H82 0.9792 2.9726 2.9879
H83 1.9735 2.1814 4.2063
H84 2.0822 1.6414 2.4827
H85 3.5665 3.9056 4.7945
H86 2.2456 4.8922 4.0404
H87 4.4424 6.0447 4.2325
H88 3.8739 5.8260 2.5319
H89 5.0892 3.8427 2.4667
H90 5.8764 3.2663 4.6447
H91 6.4690 4.9105 4.8403
H92 8.3217 3.4857 4.4540
H93 8.1525 4.3579 3.0084
H94 9.3878 2.0217 2.6676
H95 8.5939 2.6564 1.2697
H96 8.2943 0.9478 1.7887
C37 0.6252 -0.4882 3.3231
O15 0.2293 -0.7799 4.6260
C38 0.1622 0.3628 5.4701
C39 -0.3047 -0.0240 6.8594
N5 0.8054 -0.5730 7.6207
C40 0.4924 -1.0021 8.9801
C41 -0.4233 -2.2232 9.0619
O16 0.3552 -3.4136 9.0463
C42 -0.4414 -4.5451 9.2975
H97 0.0165 0.2533 2.7843
H98 0.5269 -1.3815 2.7054
H99 1.6567 -0.1222 3.2660
H100 -0.6059 1.0236 5.0479
H101 1.1539 0.8224 5.4840
H102 -1.1054 -0.7687 6.7459
H103 -0.7294 0.8339 7.3817
H104 1.2701 -1.3196 7.1204
H105 0.1109 -0.1546 9.5535
H106 1.4337 -1.2313 9.4853
H107 -1.0839 -2.2295 8.1901
H108 -1.0221 -2.2251 9.9802
H109 0.1483 -5.4189 9.0213
H110 -1.3389 -4.5565 8.6652
H111 -0.7522 -4.5890 10.3472
C43 -8.0611 2.3583 5.9878
O17 -7.1378 1.9163 5.0257
C44 -7.5330 2.0820 3.6957
C45 -6.5738 1.3479 2.7653
N6 -6.7336 -0.1048 2.8603
C46 -5.9479 -0.8086 1.8528
C47 -4.4236 -0.6768 2.0088
O18 -4.1195 -1.1203 3.3078
C48 -2.7429 -1.2532 3.5513
H112 -8.5261 3.3096 5.7061
H113 -7.5828 2.4801 6.9557
H114 -8.8645 1.6173 6.0702
H115 -7.4356 3.1324 3.3872
H116 -8.5455 1.7117 3.5061
H117 -5.5527 1.6075 3.0759
H118 -6.7466 1.6877 1.7437
H119 -6.2786 -0.4030 3.7221
H120 -6.2736 -0.4820 0.8618
H121 -6.1312 -1.8849 1.8846
H122 -4.0690 0.3359 1.7646
H123 -3.9223 -1.2931 1.2500
H124 -2.5947 -1.9453 4.3798
H125 -2.3540 -0.2852 3.8921
H126 -2.1759 -1.5907 2.6783
C49 -0.8715 8.7144 -3.8186
O19 -1.6040 7.5846 -3.4124
C50 -1.2302 6.4574 -4.1969
C51 -1.6379 5.1765 -3.4843
N7 -0.7352 4.9565 -2.3487
C52 -1.3572 4.1017 -1.3283
C53 -0.4642 4.1583 -0.1067
O20 -0.4375 5.4645 0.4665
C54 0.3278 5.4076 1.6406
H127 0.1793 8.6475 -3.4986
H128 -1.2613 9.5973 -3.3161
H129 -0.8031 8.8595 -4.9008
H130 -0.1568 6.4155 -4.3888
H131 -1.8085 6.4781 -5.1264
H132 -1.5442 4.3547 -4.2009
H133 -2.6931 5.2406 -3.1846
H134 -0.6429 5.8849 -1.9403
H135 -1.4791 3.0601 -1.6294
H136 -2.3512 4.4719 -1.0475
H137 0.5708 3.8702 -0.3261
H138 -0.7849 3.4360 0.6556
H139 0.4351 6.3929 2.0888
H140 1.2711 4.8774 1.4728
H141 -0.1567 4.8247 2.4392

E, eV: -109638.3296
Energy above the lowest of the compared OMol25 structures with the same formula, charge and spin, kcal per mole: 341.5
Gap between HOMO and LUMO, eV: 7.657
Net charge: 0
E_LUMO, eV: 0.56

***

Below is 2 unconnected molecules or ions with the total composition C2H3Cl2N at a distorted geometry, with properties calculated with ωB97M-V/def2-TZVPD.

CARTESIAN COORDINATES (ANGSTROEM)
Cl1 1.2845 3.0501 0.0920
C1 -0.0628 1.8939 -0.3027
C2 0.1297 0.5595 0.1216
N1 0.4303 0.7898 -1.0468
H1 -0.9387 2.2830 -0.5765
H2 0.1988 -0.1103 0.8590
Cl2 -0.9616 -2.3789 -2.1825
H3 -0.3686 -1.9860 -3.4218

E, eV: -28654.8518
Energy above the lowest of the compared OMol25 structures with the same formula, charge and spin, kcal per mole: 48.1
Structure (SMILES): Cl[C@@H]1C=N1.Cl
Gap between HOMO and LUMO, eV: 10.816
Net charge: 0
E_LUMO, eV: 0.54

***

> energy above the lowest of the compared OMol25 structures with the same formula, charge and spin of number 1 (C54H141N7O20)?

341.5 kcal per mole